Density functional theory data (the ωB97M-V functional and the def2-TZVPD basis) for an isolated molecule of C5H9N.

XYZ file:
```
15
Properties=species:S:1:pos:R:3:forces:R:3:mulliken_charge:R:1
C -2.652 1.160 0.310 3.70 -0.04 -1.57 -0.713
C -1.387 1.058 0.802 -0.60 -0.09 -1.38 -0.170
C -0.238 0.577 -0.052 -2.60 -0.09 -0.44 -0.121
C 0.552 -0.310 0.635 1.35 0.73 -1.71 -0.192
N 1.723 -0.988 0.122 -1.05 1.55 -2.42 -0.292
C 1.782 -1.114 -1.390 -2.19 2.04 -0.78 -0.868
H -3.485 0.919 0.883 -1.58 0.66 0.82 0.280
H -2.626 1.247 -0.804 -0.91 -0.60 0.91 0.199
H -1.142 1.250 1.819 -0.17 -0.50 1.05 0.343
H -0.666 0.732 -1.166 2.30 -0.84 2.17 0.125
H 0.377 -0.297 1.728 0.58 -0.44 -0.72 0.251
H 2.012 -1.857 0.483 -0.13 -0.82 1.16 0.252
H 1.563 -0.112 -1.937 0.66 -1.21 1.45 0.248
H 0.915 -1.684 -1.765 0.20 -0.25 0.31 0.329
H 2.648 -1.506 -1.926 0.42 -0.12 1.13 0.328
```
Positions in Å, forces in eV/Å.

For the calculated total energy, the calculation gives -6817.8514 eV. Its structure (SMILES) is C=C/C=C/NC.

=====

Density functional theory data (the ωB97M-V functional and the def2-TZVPD basis) for an isolated molecule of C5H9N.

XYZ file:
```
15
Properties=species:S:1:pos:R:3:forces:R:3:mulliken_charge:R:1
C -1.663 0.978 0.040 -0.04 0.22 0.01 -0.610
C -1.766 -0.518 -0.094 -0.05 -0.18 -0.05 -0.620
C -0.489 0.111 0.374 -0.02 -0.02 0.14 0.108
N 0.618 0.126 -0.543 -0.14 0.01 -0.04 -0.386
C 1.595 -0.932 -0.367 0.09 -0.28 -0.03 -0.373
C 1.912 0.465 0.021 0.17 0.18 0.10 -0.442
H -1.586 1.547 -0.881 0.01 -0.07 0.16 0.268
H -2.194 1.470 0.850 0.07 -0.10 -0.12 0.225
H -2.368 -1.066 0.624 0.13 0.10 -0.09 0.230
H -1.766 -0.931 -1.098 0.02 0.09 0.13 0.262
H -0.232 -0.010 1.432 -0.05 0.01 -0.16 0.385
H 1.419 -1.649 0.435 0.04 0.13 -0.09 0.240
H 2.000 -1.357 -1.282 -0.05 0.08 0.15 0.242
H 2.560 1.081 -0.599 -0.12 -0.13 0.07 0.246
H 1.962 0.685 1.088 -0.07 -0.04 -0.17 0.226
```
Positions in Å, forces in eV/Å.

For the calculated total energy, the calculation gives -6818.8625 eV. Its structure (SMILES) is C1CC1N1CC1.

=====

Density functional theory data (the ωB97M-V functional and the def2-TZVPD basis) for an isolated molecule of C5H9N.

XYZ file:
```
15
Properties=species:S:1:pos:R:3:forces:R:3:mulliken_charge:R:1
C -1.640 0.741 -0.479 -1.20 2.79 -0.78 -1.056
N -0.467 0.097 -0.293 1.39 -3.79 0.19 0.141
C -0.336 -1.017 0.606 0.72 1.25 1.69 -0.649
C 1.225 -0.967 0.918 -2.62 -2.95 0.67 -0.350
C 1.791 -0.112 0.126 -0.42 0.31 0.27 -0.497
C 0.761 0.644 -0.582 1.11 3.10 1.13 -0.506
H -2.481 0.115 -0.566 -1.03 -1.25 0.03 0.352
H -1.584 1.216 -1.505 -0.36 0.40 1.36 0.324
H -1.853 1.408 0.408 -0.19 0.32 -1.01 0.336
H -0.766 -1.948 0.251 0.53 -0.58 -0.54 0.260
H -0.980 -0.822 1.484 0.39 0.06 0.37 0.278
H 1.639 -1.755 1.548 0.20 0.44 -0.17 0.363
H 2.803 0.047 -0.098 1.28 0.21 0.17 0.437
H 1.066 0.624 -1.562 0.21 0.25 -3.09 0.284
H 0.824 1.729 -0.256 0.00 -0.56 -0.30 0.284
```
Positions in Å, forces in eV/Å.

For the calculated total energy, the calculation gives -6818.8771 eV. Its structure (SMILES) is CN1CC=CC1.

=====

Density functional theory data (the ωB97M-V functional and the def2-TZVPD basis) for a structure of composition C5H9N2.

XYZ file:
```
16
Properties=species:S:1:pos:R:3:forces:R:3:mulliken_charge:R:1
C 0.107 2.489 -0.590 -0.70 -2.48 -2.05 -0.365
C -0.652 1.660 -2.269 0.16 -0.90 0.00 -0.226
C 0.003 1.181 -0.914 1.48 -1.57 2.25 0.247
C 0.034 -2.128 1.571 -0.24 -0.21 2.14 -0.796
C 0.617 -0.426 -0.216 0.41 4.12 -4.29 -0.580
N -0.527 2.872 -1.967 -0.14 1.27 0.45 -0.385
N -0.113 -0.750 1.010 -1.41 0.61 0.28 -0.212
H 0.469 3.123 0.168 0.35 0.64 0.67 0.386
H -1.080 1.232 -3.195 0.36 0.17 0.66 0.344
H 1.110 -2.418 1.810 -1.41 0.80 -0.39 0.316
H -0.585 -2.000 2.576 1.25 -1.18 -2.12 0.344
H -0.365 -2.826 0.825 -0.11 0.07 0.60 0.342
H 1.785 -0.423 -0.274 -2.36 -0.07 1.06 0.383
H 0.264 -0.894 -1.163 0.08 -0.90 1.47 0.339
H -1.175 -0.585 0.830 2.22 -0.25 0.23 0.456
H 0.109 -0.106 1.798 0.05 -0.12 -0.96 0.406
```
Positions in Å, forces in eV/Å.

Its net charge is +1. For the calculated total energy, the calculation gives -8298.3761 eV.

=====

Density functional theory data (the ωB97M-V functional and the def2-TZVPD basis) for a cluster of 2 separate species, C5H9N2 in total.

XYZ file:
```
16
Properties=species:S:1:pos:R:3:forces:R:3:mulliken_charge:R:1
C -1.350 -0.706 -0.674 0.53 0.39 0.51 -0.575
C -0.219 -1.072 0.288 0.23 -1.37 -1.26 -0.081
C 0.001 -0.123 1.390 -1.25 0.85 0.78 -0.512
C -0.117 1.043 0.431 -1.60 2.40 0.41 -0.284
C 0.818 0.020 0.202 6.00 -0.73 -1.03 -0.049
N 2.760 0.281 -0.304 -5.20 -1.73 -1.54 -0.516
N -1.371 0.816 -0.479 3.95 0.28 -4.00 -0.216
H -0.852 -1.035 -1.613 -1.56 0.67 -0.05 0.324
H -2.352 -1.078 -0.408 0.55 -0.15 -0.53 0.365
H 0.068 -2.145 0.151 0.00 1.11 1.07 0.400
H -0.185 -0.113 2.450 0.76 -0.14 0.10 0.491
H 0.141 2.139 0.570 -0.41 -1.71 0.20 0.388
H 3.283 0.021 0.499 0.21 -0.50 1.38 0.277
H 2.702 -0.609 -0.891 0.55 1.47 0.81 0.287
H -1.116 1.346 -1.412 -0.80 -1.44 2.01 0.387
H -2.212 1.215 -0.200 -1.96 0.61 1.15 0.313
```
Positions in Å, forces in eV/Å.

Its net charge is +1. For the calculated total energy, the calculation gives -8299.0891 eV.

=====

Density functional theory data (the ωB97M-V functional and the def2-TZVPD basis) for the ion C5H9N2 with charge +1.

XYZ file:
```
16
Properties=species:S:1:pos:R:3:forces:R:3:mulliken_charge:R:1
C 1.968 -1.389 -0.245 0.13 -0.63 -0.97 -1.113
C 0.726 -0.465 -0.161 0.70 -0.87 -1.97 0.422
N -0.008 -0.206 -1.201 1.13 -1.42 0.58 -0.339
C -1.319 0.377 -1.088 2.63 1.83 1.12 -0.507
C -1.630 0.515 0.460 -1.31 -2.59 -3.96 -0.620
N -0.532 1.082 1.059 -1.22 4.92 3.30 -0.060
C 0.541 0.467 0.934 2.27 -0.58 0.23 -0.034
H 2.419 -1.387 -1.330 -1.03 0.12 2.12 0.314
H 1.684 -2.495 -0.016 0.34 2.03 -0.29 0.279
H 2.756 -1.064 0.480 -0.66 -0.33 -0.59 0.347
H -1.917 -0.253 -1.718 -1.02 -0.25 0.25 0.360
H -1.228 1.390 -1.568 -0.36 -0.76 0.17 0.345
H -2.493 1.066 0.414 -2.14 1.28 1.18 0.428
H -1.714 -0.530 0.773 -0.55 0.31 0.46 0.341
H -0.564 2.035 1.656 -0.16 -3.01 -1.69 0.399
H 1.311 0.857 1.552 1.26 -0.07 0.05 0.439
```
Positions in Å, forces in eV/Å.

Its net charge is +1. For the calculated total energy, the calculation gives -8302.1701 eV. Its structure (SMILES) is CC1=NCC[NH+]=C1.

=====

Density functional theory data (the ωB97M-V functional and the def2-TZVPD basis) for the ion C5H9N2 with charge +1.

XYZ file:
```
16
Properties=species:S:1:pos:R:3:forces:R:3:mulliken_charge:R:1
C -1.963 -0.299 0.270 -2.35 -2.08 0.37 -1.361
C -0.761 0.280 -0.385 -2.31 0.72 -2.59 0.742
C -0.101 1.333 0.298 0.76 1.26 2.53 -0.425
C 1.228 1.092 0.526 -0.81 0.92 0.79 -0.620
C 1.547 -0.106 -0.094 -4.71 -2.79 -3.37 0.493
N 2.654 -0.728 -0.419 1.02 -2.15 0.28 -0.370
N 0.233 -0.629 -0.599 6.60 -0.30 1.47 -0.293
H -2.823 -0.633 -0.398 1.27 0.91 0.41 0.341
H -2.374 0.317 1.030 -0.47 0.70 0.62 0.312
H -1.699 -1.235 0.737 0.30 -0.21 0.49 0.364
H -1.258 0.585 -1.346 1.14 0.51 0.24 0.159
H -0.752 2.008 0.834 0.49 0.74 -0.16 0.419
H 1.944 1.539 1.185 -0.10 0.81 0.06 0.396
H 3.534 -0.615 0.097 -0.63 0.50 -0.32 0.295
H 2.603 -1.699 -0.827 -0.17 1.62 0.53 0.274
H 0.246 -1.214 -1.377 -0.02 -1.18 -1.35 0.274
```
Positions in Å, forces in eV/Å.

Its net charge is +1. For the calculated total energy, the calculation gives -8303.5535 eV. Its structure (SMILES) is C[C@H]1C=CC(=[NH2+])N1.

=====

Density functional theory data (the ωB97M-V functional and the def2-TZVPD basis) for the ion C5H9N2O with charge +1.

XYZ file:
```
17
Properties=species:S:1:pos:R:3:forces:R:3:mulliken_charge:R:1
N -3.125 -0.071 -0.532 0.95 1.50 0.38 -0.518
C -2.189 0.274 0.484 1.24 0.08 1.36 -0.174
O -1.029 -0.696 0.577 -0.80 0.04 -0.59 -0.391
C 0.202 -0.375 0.362 3.38 -0.97 -1.83 0.754
C 1.183 -1.312 -0.001 1.38 1.37 0.35 -0.358
C 2.540 -0.629 -0.156 -4.30 1.59 -0.83 -0.610
N 2.190 0.797 0.069 -2.13 -0.28 -0.59 -0.081
C 0.865 0.950 0.249 1.44 -3.66 -0.08 -0.468
H -3.046 -1.002 -0.902 -0.08 -0.25 0.12 0.251
H -3.078 0.641 -1.255 -0.21 -0.58 -0.18 0.256
H -1.718 1.346 0.329 -1.53 -2.04 0.58 0.204
H -2.453 -0.012 1.540 -0.93 1.41 -1.07 0.295
H 1.211 -2.378 -0.237 -0.87 0.34 0.48 0.391
H 3.320 -0.911 0.417 2.25 -1.13 2.94 0.404
H 2.996 -0.825 -1.104 -0.26 0.49 -1.36 0.362
H 2.789 1.539 -0.243 0.19 0.38 0.15 0.286
H 0.243 1.795 0.215 0.27 1.71 0.18 0.394
```
Positions in Å, forces in eV/Å.

Its net charge is +1. For the calculated total energy, the calculation gives -10349.5089 eV. Its structure (SMILES) is NCOC1=CC[NH+]=C1.

=====

Density functional theory data (the ωB97M-V functional and the def2-TZVPD basis) for the ion C5H9N2O with charge +1.

XYZ file:
```
17
Properties=species:S:1:pos:R:3:forces:R:3:lowdin_spin:R:1
C -0.676 -1.984 -2.144 -1.30 -6.42 -1.62 0.653
C 1.398 -1.329 -0.291 5.10 -2.85 6.04 0.479
C -0.214 -0.772 -1.822 1.89 7.40 2.50 0.485
C 0.105 1.002 0.087 0.80 0.18 -2.04 0.009
C -0.569 2.026 2.116 -2.53 0.29 0.94 0.001
N -0.206 0.879 1.347 1.31 -1.70 0.85 0.003
N 0.534 -0.517 -0.668 -6.21 4.78 -4.34 0.233
O 0.058 1.938 -0.631 -0.02 -0.71 -0.31 0.011
H -1.344 -2.217 -3.044 1.19 0.42 1.67 0.023
H -0.297 -2.755 -1.435 -0.82 -0.04 -1.09 0.030
H 1.954 -1.263 0.673 -0.75 0.95 -0.58 0.026
H 1.701 -2.239 -0.632 -0.03 -2.27 -2.19 0.035
H -0.494 0.115 -2.438 0.08 -0.44 1.02 0.011
H -1.367 1.682 2.829 0.51 0.63 -0.80 0.000
H 0.155 2.515 2.702 1.68 -0.06 0.64 0.000
H -0.905 2.809 1.461 -0.65 0.07 -0.32 0.000
H 0.166 0.110 1.890 -0.24 -0.24 -0.36 0.001
```
Positions in Å, forces in eV/Å.

The expectation value of S² is 2.01. Its net charge is +1. Its spin multiplicity is 3. For the calculated total energy, the calculation gives -10345.9151 eV.

=====

Density functional theory data (the ωB97M-V functional and the def2-TZVPD basis) for the ion C5H9N2O2 with charge -1.

XYZ file:
```
18
Properties=species:S:1:pos:R:3:forces:R:3:mulliken_charge:R:1
C -1.461 -1.653 -0.423 0.60 0.99 -1.06 -1.304
C -1.069 -0.190 -0.384 0.77 0.19 0.33 0.170
N -2.001 0.691 0.273 -2.70 -1.49 1.61 -0.127
O -2.916 0.087 0.910 2.43 1.88 -1.60 -0.383
C 0.192 -0.208 0.594 -1.58 2.38 -2.42 -0.995
C 1.387 0.660 0.512 0.83 -0.34 -0.22 0.629
C 1.532 1.806 -0.443 -0.31 0.60 0.26 -1.312
N 1.367 -0.725 0.038 0.37 -0.42 -1.16 -0.079
O 1.958 -1.659 0.806 0.92 -0.78 0.71 -0.834
H -1.885 -1.861 0.561 0.26 -0.82 -0.49 0.357
H -0.552 -2.127 -0.783 0.40 -0.59 1.05 0.375
H -2.077 -1.849 -1.278 -1.38 -0.07 -0.07 0.397
H -0.844 0.294 -1.358 0.12 -0.37 0.62 0.384
H -0.208 -0.468 1.504 -0.14 -1.07 2.39 0.180
H 1.993 0.763 1.410 -0.37 -0.06 0.26 0.580
H 1.294 1.606 -1.489 0.06 -0.32 0.12 0.377
H 2.498 2.329 -0.384 -0.05 -0.40 -0.03 0.343
H 0.792 2.504 -0.066 -0.22 0.70 -0.29 0.243
```
Positions in Å, forces in eV/Å.

Its net charge is -1. For the calculated total energy, the calculation gives -12400.7539 eV. Its structure (SMILES) is C[C@@H](N=O)[C@@H]1[C@H](C)N1[O-].

=====

Density functional theory data (the ωB97M-V functional and the def2-TZVPD basis) for a structure of composition C5H9N2O2PS.

XYZ file:
```
20
Properties=species:S:1:pos:R:3:forces:R:3:mulliken_charge:R:1
C 0.453 -0.048 -0.873 -1.96 1.15 -2.04 0.174
C 1.102 1.051 -1.418 -0.72 0.32 0.62 -0.484
C 2.485 -0.077 -0.184 1.70 2.25 -0.88 -0.096
C 1.113 -2.111 0.312 -0.56 -0.25 0.62 -0.747
C -1.678 1.976 1.186 0.25 3.56 -2.78 -0.737
N 1.366 -0.755 -0.202 -1.67 -2.42 1.45 0.155
N 2.370 1.033 -0.911 0.22 0.16 -0.34 -0.620
O -2.621 -1.449 -1.301 0.95 1.25 0.33 -0.567
O -1.948 -1.031 1.168 1.18 -0.15 0.68 -0.530
P -2.131 -0.586 -0.202 -4.24 -0.47 0.32 0.758
S -2.730 1.423 -0.199 0.37 -1.04 -0.02 -0.094
H -0.668 -0.356 -0.991 3.45 0.27 -0.92 0.318
H 0.692 1.869 -2.068 0.59 -1.05 0.89 0.348
H 3.411 -0.279 0.344 -0.43 -0.55 -0.06 0.381
H 1.287 -2.030 1.483 -0.30 -0.92 -2.58 0.294
H 0.001 -2.383 0.064 2.27 0.44 0.76 0.241
H 1.797 -2.791 -0.313 -0.97 0.65 1.57 0.320
H -0.746 2.268 0.662 -0.22 -0.21 0.55 0.238
H -1.447 1.311 1.929 -0.09 -1.75 1.81 0.326
H -2.106 2.965 1.514 0.18 -1.25 0.03 0.323
```
Positions in Å, forces in eV/Å.

For the calculated total energy, the calculation gives -32529.3205 eV.

=====

Density functional theory data (the ωB97M-V functional and the def2-TZVPD basis) for a cluster of 2 separate species, C5H9N2O5P in total.

XYZ file:
```
22
Properties=species:S:1:pos:R:3:forces:R:3:mulliken_charge:R:1
C 1.765 1.914 1.578 1.16 -0.63 0.04 0.472
C -2.286 0.239 1.271 -0.75 2.20 2.63 -0.724
C -1.960 -1.749 -1.985 3.69 -3.30 1.60 -0.638
C 0.842 0.760 -1.120 -2.84 -1.18 3.73 -0.940
C 2.185 0.623 1.149 -3.26 0.44 -0.59 -0.668
N 1.460 2.930 2.027 -0.22 0.17 -0.06 -0.409
N 3.401 0.368 0.480 -0.56 1.15 1.54 1.034
O 4.165 1.292 0.429 1.29 1.14 -0.55 -0.592
O 3.581 -0.747 0.119 0.53 -2.19 -1.08 -0.571
O -0.065 -1.605 0.329 0.48 -0.92 0.01 -0.684
O -1.039 0.708 0.636 -1.69 -0.36 0.59 -0.227
O -1.471 -0.503 -1.559 0.58 0.95 0.49 -0.288
P -0.429 -0.368 -0.340 0.62 2.36 -2.05 1.045
H -2.327 0.708 2.406 0.33 -1.23 -2.99 0.248
H -2.339 -0.852 1.368 0.16 0.33 -0.21 0.364
H -3.189 0.670 0.742 1.22 -0.61 0.34 0.240
H -2.993 -1.693 -2.096 -1.62 0.00 -0.62 0.300
H -1.673 -2.492 -1.120 -1.04 0.99 -1.60 0.270
H -1.337 -2.185 -2.846 -1.33 1.04 0.77 0.245
H 1.552 0.376 -1.710 2.59 -1.33 -2.18 0.453
H 0.689 1.798 -1.044 -0.22 1.05 -0.02 0.429
H 1.468 -0.193 1.287 0.89 -0.06 0.21 0.641
```
Positions in Å, forces in eV/Å.

For the calculated total energy, the calculation gives -27831.6260 eV.

=====

Results for largest force on an atom: 0.078 0.006 0.079 0.116 0.119 0.118 0.132 0.091 0.174 0.073 0.088 0.101 (in Eh/bohr, following the order of the records).
Results for energy above the lowest of the compared OMol25 structures with the same formula, charge and spin: 303.3 205.7 204.3 709.8 641.0 343.7 210.2 300.3 211.4 394.8 94.6 584.0 (in kJ/mol, following the order of the records).